76
Properties=species:S:1:pos:R:3 method="wB97M-V/def2-TZVPD" gap_ev=3.64 spin_multiplicity=1 total_charge=-1 molar_mass_g_mol=752.24 homo_energy_ev=-4.56 e_lumo_ev=-0.9
O -5.476 -7.474 4.134
C -6.118 -6.558 3.357
O -7.498 -6.183 3.709
C -5.251 -5.977 2.082
C -6.152 -5.534 0.786
Ga -5.649 -3.522 0.410
C -6.710 -2.429 1.867
C -6.458 -0.818 1.552
F -6.982 -0.567 0.189
H -8.146 -6.501 3.008
H -4.578 -5.060 2.406
H -4.570 -6.886 1.715
H -7.317 -5.581 0.964
H -5.810 -6.146 -0.178
H -4.100 -3.253 0.729
H -5.983 -3.063 -1.084
H -7.843 -2.719 1.836
H -6.237 -2.735 2.911
H -5.300 -0.651 1.635
H -7.030 -0.224 2.404
C -1.050 0.333 5.199
C -1.748 -0.317 4.266
C -2.896 0.327 3.570
O -3.507 -0.289 2.703
C -3.259 1.698 3.962
C -2.562 2.347 4.897
C -1.397 1.713 5.573
O -0.765 2.341 6.416
O -2.899 3.635 5.272
O -1.429 -1.615 3.910
H -0.211 -0.122 5.711
H -4.106 2.148 3.461
H -2.246 3.885 5.962
H -2.078 -1.862 3.216
C -1.130 1.291 0.101
C -0.921 1.865 -1.086
C 0.441 1.932 -1.684
O 0.600 2.448 -2.784
C 1.561 1.369 -0.912
C 1.352 0.799 0.276
C -0.014 0.707 0.861
O -0.177 0.161 1.946
O 2.400 0.271 1.008
O -1.965 2.418 -1.805
H -2.116 1.234 0.546
H 2.548 1.440 -1.350
H 1.992 -0.085 1.828
H -1.558 2.768 -2.628
C 5.992 -2.182 -2.860
C 5.161 -1.431 -2.134
C 4.292 -0.403 -2.770
O 3.525 0.259 -2.079
C 4.396 -0.218 -4.226
C 5.229 -0.967 -4.951
C 6.078 -2.014 -4.318
O 6.820 -2.699 -5.014
O 5.334 -0.796 -6.319
O 5.077 -1.582 -0.762
H 6.628 -2.935 -2.410
H 3.772 0.545 -4.673
H 5.999 -1.455 -6.614
H 4.407 -0.927 -0.468
C 4.196 5.124 -2.827
C 4.500 3.837 -2.649
C 5.879 3.327 -2.889
O 6.132 2.143 -2.699
C 6.895 4.283 -3.356
C 6.590 5.569 -3.536
C 5.219 6.084 -3.270
O 4.973 7.275 -3.428
O 7.540 6.472 -3.977
O 3.543 2.928 -2.235
H 3.199 5.508 -2.654
H 7.889 3.896 -3.543
H 7.075 7.336 -4.027
H 4.010 2.065 -2.180